Here is NO3S2 as an isolated structure in a non-equilibrium geometry from the OMol25 dataset. Energies are from ωB97M-V/def2-TZVPD.

Each line ends with the Löwdin spin population.
Atoms and positions in Å:
N 2.2916 -0.4981 0.0013  0.864
O -1.3248 -1.4547 -0.5655  0.175
O 0.7896 0.5112 1.8040  0.192
O -2.2008 0.8258 -0.7456  0.132
S 1.1753 0.3689 0.3437  0.401
S -1.1558 -0.1334 -1.0779  0.236

Computed properties:
Spin multiplicity ... 3
Energy ... -1076.7992 Ha
Relative energy (zero: lowest compared OMol25 entry of this formula, charge and spin) ... 0.0 kcal per mole
Total charge ... -1